(A)
This record from the OMol25 dataset describes 2 unconnected molecules or ions with the total composition C4H12N2S. The level of theory is ωB97M-V/def2-TZVPD.

Geometry as ORCA input:
```
! RIJCOSX wB97M-V def2-TZVPD def2/J DEFGRID3
* xyz 0 1
C 2.26273 0.94140 0.22735
C -1.81676 -0.09609 1.10593
C -0.79968 0.65670 -0.81155
C 1.28218 -0.01051 0.70155
N -1.78721 -1.50362 -0.77430
N -1.70924 -0.15886 -0.31451
S 1.58485 -1.71571 0.10626
H 3.10376 0.73794 0.71645
H 2.36199 0.83146 -0.81267
H 2.09784 2.08127 0.47510
H -2.55916 -0.73283 1.41079
H -0.74457 -0.34243 1.43525
H -1.92893 1.00172 1.32881
H -0.20585 0.27872 -1.69001
H -0.75121 1.73602 -0.66570
H 1.34980 -0.03940 1.87403
H -1.02477 -1.90022 -1.34610
H -2.64615 -1.59182 -1.27818
H 2.44787 -1.35878 -0.94906
*
```

Results
Frontier orbital gap (alpha / beta), eV: 6.94 / 7.73
E_HOMO (alpha / beta), eV: -6.3 / -6.9

(B)
This record from the OMol25 dataset describes 2 unconnected molecules or ions with the total composition C4H12N2S. The level of theory is ωB97M-V/def2-TZVPD.

Geometry as ORCA input:
```
! RIJCOSX wB97M-V def2-TZVPD def2/J DEFGRID3
* xyz 0 1
C -0.12477 2.08340 0.44737
C -0.06151 0.70018 -0.26578
C -0.22102 -0.48287 0.77367
S -1.86687 -0.47306 1.42433
N 1.15199 0.70727 -0.95837
C 1.18251 -0.17721 -2.07606
N 1.93113 -1.34418 -1.68694
H -0.38334 2.82583 -0.30240
H -0.91502 2.03019 1.20338
H 0.86906 2.29144 0.87041
H -0.86640 -2.06434 3.94907
H 0.06224 -1.41682 0.27722
H 0.54392 -0.31105 1.54722
H -0.73389 -1.38914 4.22260
H -0.99954 0.64108 -0.84618
H 0.14750 -0.53939 -2.29472
H 1.56302 0.33290 -2.96724
H 2.47097 -1.28345 -0.84316
H 2.02589 -2.13980 -2.31749
*
```

Results
Frontier orbital gap, eV: 5.11
E_HOMO, eV: -8.3

(C)
This record from the OMol25 dataset describes C4H12N2S in the gas phase. The level of theory is ωB97M-V/def2-TZVPD.

Geometry as ORCA input:
```
! RIJCOSX wB97M-V def2-TZVPD def2/J DEFGRID3
* xyz 0 1
C 0.85146 -1.00191 1.08213
C 0.49140 0.03045 0.01424
C 0.49422 -0.68712 -1.32862
C 1.33755 1.23357 0.12734
S -1.36178 0.36934 0.32486
N -1.81468 1.76183 -0.09312
N -2.29922 -1.22456 -0.11854
H 0.18195 -1.91577 1.18119
H 1.74335 -1.43993 0.71859
H 1.06652 -0.64606 2.06057
H 0.20521 -0.10975 -2.25411
H -0.25251 -1.47118 -1.33233
H 1.48436 -0.99934 -1.58850
H 2.33219 0.65878 0.20433
H 1.42004 1.91190 -0.67137
H 1.14058 1.76470 1.05098
H -1.43790 0.52392 1.67514
H -2.25603 2.05209 -1.03411
H -3.32673 -0.81095 -0.01867
*
```

Results
Frontier orbital gap, eV: 8.95
E_HOMO, eV: -8.3

It comes down to (C), which is 45.9 kJ/mol more stable than the next structure.

(A)
This record from the OMol25 dataset describes C4H12N2S in the gas phase. The level of theory is ωB97M-V/def2-TZVPD.

Geometry as ORCA input:
```
! RIJCOSX wB97M-V def2-TZVPD def2/J DEFGRID3
* xyz 0 1
N -2.27591 -0.43628 1.54345
C -2.18709 0.81075 0.73259
C -1.12817 0.62496 -0.33104
N 0.06923 -0.00871 0.21346
C 1.04207 -0.27046 -0.87629
C 2.44672 -0.25224 -0.30138
S 3.74772 -0.48812 -1.54456
H -1.49837 -0.34023 2.18766
H -3.08301 -0.25840 2.13163
H -1.86074 1.60193 1.41184
H -3.16141 1.03651 0.30767
H -0.81103 1.57407 -0.76413
H -1.52921 0.17439 -1.25699
H -0.35584 -0.90332 0.45977
H 0.91874 0.57415 -1.55994
H 0.88996 -1.23397 -1.34977
H 2.68317 0.63372 0.28131
H 2.53687 -1.03779 0.44093
H 3.55630 -1.80098 -1.72622
*
```

Results
Frontier orbital gap, eV: 10.05
E_HOMO, eV: -9.0

(B)
This record from the OMol25 dataset describes C4H12N2S in the gas phase. The level of theory is ωB97M-V/def2-TZVPD.

Geometry as ORCA input:
```
! RIJCOSX wB97M-V def2-TZVPD def2/J DEFGRID3
* xyz 0 1
N -0.55637 2.75405 -0.06207
C 0.13996 1.60028 0.24164
C -0.77178 0.41628 0.11406
N -2.14700 0.43384 0.63105
C -0.27110 -0.84566 0.94514
C 1.08205 -1.18206 0.44483
S 1.26173 -1.81444 -1.18194
H -0.14488 3.39109 -0.70847
H -0.62613 3.30722 0.76483
H 1.01015 1.43442 -0.40627
H 0.60484 1.77568 1.24570
H -0.93052 0.22525 -0.94645
H -2.66266 1.08215 0.01545
H -2.27445 0.99311 1.54318
H -0.87272 -1.72052 0.82828
H -0.39859 -0.70099 2.06495
H 1.47534 -1.96356 1.17765
H 1.82506 -0.29774 0.61415
H 0.65569 -0.74342 -1.73894
*
```

Results
Frontier orbital gap, eV: 9.71
E_HOMO, eV: -8.9

It comes down to (A), which is 63.5 kJ/mol more stable than the next structure.

(A)
This record from the OMol25 dataset describes a molecular structure, C4H12N2S. The level of theory is ωB97M-V/def2-TZVPD.

Geometry as ORCA input:
```
! RIJCOSX wB97M-V def2-TZVPD def2/J DEFGRID3
* xyz 0 1
C 1.55358 0.22852 -2.33731
N 0.48112 0.56998 -1.42031
C 0.09267 1.79765 -1.36941
N -0.64336 2.26234 -0.36031
H 1.18459 -0.27107 -3.23622
H 2.25426 -0.47208 -1.89011
H 2.10225 1.11656 -2.65526
H 0.43147 -0.02760 -0.27245
H 0.45898 2.54415 -2.07473
H -0.67646 1.69932 0.49833
H -0.94458 3.21142 -0.34716
C -0.99950 -2.68822 1.14713
C -1.13157 -1.25552 1.67222
S 0.37038 -0.25695 1.36711
H 0.01856 -3.05268 1.28155
H -1.24143 -2.77088 0.08764
H -1.65989 -3.35656 1.70712
H -1.24597 -1.27045 2.75194
H -1.99245 -0.77284 1.21360
*
```

Results
Frontier orbital gap, eV: 8.29
E_HOMO, eV: -7.6

(B)
This record from the OMol25 dataset describes C4H12N2S in the gas phase. The level of theory is ωB97M-V/def2-TZVPD.

Geometry as ORCA input:
```
! RIJCOSX wB97M-V def2-TZVPD def2/J DEFGRID3
* xyz 0 1
N 0.92594 0.08999 -2.61297
C 0.14164 -0.33641 -1.43992
C 0.36924 0.46793 -0.13223
N 1.73318 0.92043 0.05895
C -0.03656 -0.34876 1.11961
C -1.55454 -0.34538 1.29216
S -1.96090 -0.99923 2.97334
H 1.00497 1.09195 -2.64331
H 1.87526 -0.25113 -2.50968
H -0.87113 -0.23639 -1.84043
H 0.28116 -1.38819 -1.19245
H -0.27724 1.35027 -0.16704
H 2.02689 1.44494 -0.76117
H 2.53063 0.29376 0.11241
H 0.45149 0.18712 1.92860
H 0.30703 -1.36213 0.90370
H -2.08800 -1.03658 0.64976
H -1.82242 0.69280 1.12094
H -3.03664 -0.23498 3.13974
*
```

Results
Frontier orbital gap, eV: 9.98
E_HOMO, eV: -9.0

(C)
This record from the OMol25 dataset describes C4H12N2S in the gas phase. The level of theory is ωB97M-V/def2-TZVPD.

Geometry as ORCA input:
```
! RIJCOSX wB97M-V def2-TZVPD def2/J DEFGRID3
* xyz 0 1
N 1.14860 -2.43494 -0.25492
C 0.86579 -1.22405 0.46114
C -0.46142 -0.59966 0.02772
N -0.61743 -0.62018 -1.40054
C -0.56969 0.79926 0.69548
C -0.12402 1.91468 -0.22760
S -0.01692 3.52685 0.60341
H 0.34017 -2.98910 -0.46200
H 2.07344 -2.82077 -0.19485
H 0.76561 -1.38781 1.54396
H 1.65639 -0.48229 0.32453
H -1.28223 -1.19953 0.45208
H 0.14065 -0.69964 -2.04909
H -1.52599 -0.63908 -1.82044
H 0.09846 0.81992 1.54972
H -1.59351 0.96748 1.02714
H -0.70989 2.00764 -1.13000
H 0.89710 1.68459 -0.54068
H -1.08511 3.37664 1.39496
*
```

Results
Frontier orbital gap, eV: 9.52
E_HOMO, eV: -8.5

(D)
This record from the OMol25 dataset describes 2 unconnected molecules or ions with the total composition C4H12N2S. The level of theory is ωB97M-V/def2-TZVPD.

Geometry as ORCA input:
```
! RIJCOSX wB97M-V def2-TZVPD def2/J DEFGRID3
* xyz 0 1
C 0.05398 -0.86419 1.09431
C -2.05113 0.30047 0.30605
C -0.10678 -0.52483 -1.26449
C -0.57362 0.11314 0.09654
N -0.45918 2.70702 -0.18755
N 2.97900 -0.46814 -0.10665
S 0.45373 1.64035 0.57639
H -0.21466 -1.84561 1.03566
H 1.14788 -0.84104 1.02929
H -0.43704 -0.47150 2.10302
H -2.53913 -0.66447 0.36181
H -2.47723 0.81086 -0.46851
H -2.27746 0.68562 1.33713
H 0.85602 -0.97336 -1.07665
H -0.79904 -1.30309 -1.50862
H -0.07927 0.17145 -2.11314
H -0.28000 3.71064 0.01566
H 3.61874 -0.26629 0.74599
H 2.78802 0.31514 -0.75373
*
```

Results
Frontier orbital gap (alpha / beta), eV: 9.39 / 7.04
E_HOMO (alpha / beta), eV: -9.4 / -7.9

It comes down to (C), which is 17.5 kJ/mol more stable than the next structure.

(A)
This record from the OMol25 dataset describes a molecular structure, C4H12N2S. The level of theory is ωB97M-V/def2-TZVPD.

Geometry as ORCA input:
```
! RIJCOSX wB97M-V def2-TZVPD def2/J DEFGRID3
* xyz 0 1
C -1.71777 0.35905 -1.16635
N -1.33388 -0.04104 0.17140
C -2.17562 -0.10868 1.12790
N -1.81388 -0.41850 2.37635
H -1.55636 -0.46571 -1.85597
H -1.10812 1.20432 -1.47628
H -2.76739 0.65898 -1.20801
H -0.11298 -0.27254 0.47728
H -3.22950 0.09945 0.95395
H -0.84166 -0.58429 2.59176
H -2.49087 -0.50480 3.11305
C 2.50084 -0.29758 -1.37246
C 2.38027 0.40768 -0.03087
S 1.36697 -0.52315 1.17271
H 1.53465 -0.35549 -1.87186
H 2.86063 -1.31272 -1.22823
H 3.19386 0.21998 -2.03732
H 1.94683 1.40287 -0.14827
H 3.36400 0.53218 0.41121
*
```

Results
Frontier orbital gap, eV: 7.87
E_HOMO, eV: -7.3

(B)
This record from the OMol25 dataset describes C4H12N2S in the gas phase. The level of theory is ωB97M-V/def2-TZVPD.

Geometry as ORCA input:
```
! RIJCOSX wB97M-V def2-TZVPD def2/J DEFGRID3
* xyz 0 1
N 1.51125 -0.16073 -2.33242
C 1.46834 -0.60246 -0.93462
C 0.07546 -0.84996 -0.38754
N -0.54385 -2.10865 -0.87896
C -0.05366 -0.78457 1.15839
C -0.01253 0.64653 1.67712
S -1.11928 1.85481 0.90485
H 0.56663 0.07190 -2.64128
H 1.68787 -0.94854 -2.94579
H 1.97458 0.12976 -0.30278
H 2.01953 -1.54062 -0.82441
H -0.54262 -0.06089 -0.81565
H -1.52382 -1.90728 -1.03058
H -0.13178 -2.27661 -1.79185
H -1.00503 -1.23659 1.41397
H 0.87372 -1.30352 1.40600
H -0.10968 0.67684 2.76224
H 0.99095 1.02800 1.47399
H -2.22930 1.14941 1.11723
*
```

Results
Frontier orbital gap, eV: 9.72
E_HOMO, eV: -8.9

(C)
This record from the OMol25 dataset describes C4H12N2S in the gas phase. The level of theory is ωB97M-V/def2-TZVPD.

Geometry as ORCA input:
```
! RIJCOSX wB97M-V def2-TZVPD def2/J DEFGRID3
* xyz 0 1
C -2.11602 -0.23479 -0.65822
N -1.10163 -1.17068 -0.18144
C 0.23286 -0.58378 0.15623
C 0.66742 0.67437 -0.66840
N 2.09661 0.61299 -0.90855
C -0.14544 -0.09649 1.63146
S 1.33792 0.63319 2.42626
H -1.97271 0.08873 -1.69742
H -2.25518 0.72695 -0.14352
H -3.02325 -0.82485 -0.61661
H -1.07186 -1.88731 -0.90126
H 1.03255 -1.29218 -0.01204
H 0.11809 0.65220 -1.64073
H 0.39336 1.62182 -0.15454
H 2.44858 1.53388 -1.11866
H 2.36146 -0.08811 -1.58104
H -0.61750 -0.86565 2.23239
H -0.59266 0.87190 1.43472
H 2.20740 -0.37219 2.40138
*
```

Results
Frontier orbital gap, eV: 9.28
E_HOMO, eV: -8.3

It comes down to (B), which is 21.1 kJ/mol more stable than the next structure.